(1)
# C5H13N4O

2 unconnected molecules or ions with the total composition C5H13N4O (ωB97M-V/def2-TZVPD, the Open Molecules 2025 dataset).

XYZ file:
```
23
Properties=species:S:1:pos:R:3:forces:R:3:mulliken_charge:R:1
C 1.6426 0.8765 -0.3782 3.51 -0.97 0.73 0.7450
C 3.0477 1.4967 -0.3008 -0.55 -1.62 0.07 -1.2077
C -0.1894 -1.9190 1.3485 1.45 0.51 1.56 -0.9174
C -3.3135 0.0411 -0.5041 -2.43 -1.58 -3.20 -0.7229
C 1.5998 -0.6067 0.1762 -0.90 -0.24 -0.54 -0.6335
N -1.9623 1.8874 -0.2606 2.29 1.31 -0.59 -0.6512
N -0.6268 -0.8706 -0.7301 -0.43 -0.47 -1.46 -0.6872
N 0.2016 -1.1367 0.1834 1.28 0.72 1.07 0.6458
N -2.0879 0.6861 -0.2732 -0.74 0.73 1.80 0.6568
O 0.7502 1.4946 -0.8426 -1.94 0.42 -0.48 -0.5834
H 2.9314 2.5537 -0.4748 0.34 0.23 -0.26 0.3468
H 3.5154 1.2897 0.6735 -0.08 0.13 -0.33 0.3731
H 3.6333 0.9403 -1.0772 -0.21 0.80 0.50 0.3375
H -1.1619 -2.2214 1.2697 -2.54 -1.00 -0.88 0.3452
H 0.4344 -2.8120 1.5513 0.00 0.67 -0.50 0.3374
H -0.2499 -1.3296 2.2939 0.70 0.07 -0.75 0.3710
H -3.9460 0.4101 -1.4640 1.93 -0.50 1.80 0.2946
H -4.0700 0.1168 0.2684 0.45 0.20 0.73 0.3202
H -3.0329 -1.0059 -0.6809 -0.57 0.28 0.11 0.3040
H 1.9013 -0.4709 1.2542 0.14 -0.76 -1.21 0.3556
H 2.1696 -1.3938 -0.4689 -0.27 1.77 1.40 0.3271
H -0.9977 2.2966 -0.0762 -1.43 -0.36 -0.02 0.3511
H -0.1890 -0.3231 -1.4875 -0.03 -0.35 0.45 0.2920
```
Forces are in eV/Å.

Results
charge	+1
total energy	-13390.7562	eV
multiplicity	3
HOMO energy (alpha / beta)	-0.38926 / -0.52351	Eh


(2)
# C5H13N4O2

2 unconnected molecules or ions with the total composition C5H13N4O2 (ωB97M-V/def2-TZVPD, the Open Molecules 2025 dataset).

XYZ file:
```
24
Properties=species:S:1:pos:R:3:forces:R:3:mulliken_charge:R:1
C 0.7445 1.7086 0.2574 -1.71 -1.91 1.80 0.2753
C 0.8652 -1.5479 0.9993 -0.28 -1.02 -0.11 0.6185
C -1.9504 0.6311 0.1095 -0.63 1.38 -1.48 -1.2598
C -0.4991 -1.3646 -1.1402 1.95 -0.87 1.54 -1.0905
C -0.7336 0.1799 0.7375 3.06 -0.65 -0.80 -0.2263
N 0.3877 2.5026 -0.7064 1.95 1.75 -3.16 -0.3461
N 1.2846 -2.8172 0.6963 -0.48 1.36 -0.20 -0.4039
N -0.1418 -0.9455 0.2290 -0.28 -0.49 -0.69 0.0945
N 1.8635 1.6447 0.9277 0.71 0.18 1.21 -0.0541
O 1.2930 -0.9426 1.9517 0.56 0.40 0.75 -0.6440
O 3.1143 2.2443 0.5747 -1.26 -2.17 -1.47 -0.4184
H -2.2336 1.5599 0.6809 -0.66 -1.16 -1.00 0.3163
H -1.7228 0.8435 -0.9714 -0.21 0.57 0.94 0.3534
H -2.6771 -0.1903 -0.1163 0.10 0.76 1.29 0.3362
H 0.3622 -1.9998 -1.5131 -1.73 0.26 0.21 0.5072
H -1.5212 -1.6868 -1.0903 -0.18 -1.18 -0.59 0.2756
H -0.4967 -0.4949 -1.7129 0.20 1.40 -1.34 0.3917
H -0.5603 0.1989 1.7761 -0.19 0.56 1.13 0.5872
H -0.3745 2.2712 -1.3697 0.52 0.10 1.24 0.2410
H 1.1201 3.1100 -1.2114 -1.31 -1.08 1.17 0.2896
H 0.8287 -3.4072 0.0094 0.44 0.06 0.48 0.2134
H 2.0515 -3.0912 1.2965 -0.24 -0.52 -0.37 0.2734
H 1.9339 1.1481 1.8549 -0.29 0.24 -1.78 0.3260
H 3.1801 3.0550 1.0215 -0.04 2.02 1.24 0.3438
```
Forces are in eV/Å.

Results
charge	+1
total energy	-15442.1952	eV
HOMO energy	-0.47752	Eh


(3)
# C5H13N4OS

2 unconnected molecules or ions with the total composition C5H13N4OS (ωB97M-V/def2-TZVPD, the Open Molecules 2025 dataset).

XYZ file:
```
24
Properties=species:S:1:pos:R:3:forces:R:3:mulliken_charge:R:1
C 1.4323 2.3046 -0.1403 0.25 0.65 -1.33 -0.1795
C 1.2392 1.1378 -2.2627 -2.92 0.84 0.32 0.5890
C -1.9924 -2.2424 0.8728 3.55 0.67 -2.24 -1.1749
C -0.9235 -1.9482 1.9218 1.47 -1.60 -0.47 -0.4219
C 0.1677 -0.9523 1.3889 -0.62 -1.71 0.53 -0.4685
N 2.3099 1.3041 -3.0085 -0.45 -0.25 -0.63 -0.3621
N -0.5444 0.3415 1.3805 -0.02 -1.07 -1.76 0.2617
N 1.0721 1.4178 -1.0250 -0.10 -1.90 0.28 -0.1966
N -1.0972 0.5771 0.3099 -0.55 -0.24 -0.80 -0.4739
O 0.1565 0.7105 -2.9364 0.56 -0.31 -0.96 -0.4864
S 1.5144 1.9666 1.4587 0.70 0.82 0.72 -0.2599
H 1.5741 3.2680 -0.6741 0.18 0.23 1.23 0.3727
H -1.5148 -2.4594 -0.1972 -0.98 -0.11 2.45 0.2448
H -2.6446 -2.9353 1.2249 -1.41 -2.90 0.71 0.4322
H -2.6540 -1.4884 0.6864 -1.48 2.75 -0.52 0.3851
H -0.5644 -3.0220 2.1956 0.24 2.26 -0.17 0.3072
H -1.1974 -1.4332 2.8073 -1.34 -0.26 1.20 0.3403
H 0.9829 -0.6925 2.0453 0.57 -0.97 0.13 0.4281
H 0.4194 -1.4193 0.4151 0.33 1.61 0.24 0.2263
H 3.1493 1.4597 -2.5077 0.97 0.39 -0.25 0.2434
H 2.1684 1.3659 -4.0179 0.61 -0.29 0.57 0.2672
H -0.6514 0.7273 2.3404 -0.32 0.64 -0.87 0.3936
H -0.6754 0.6463 -2.4408 0.70 0.22 0.38 0.3141
H -1.7267 1.3657 0.1629 0.08 0.53 1.23 0.2182
```
Forces are in eV/Å.

Results
charge	+1
total energy	-24228.8269	eV
HOMO energy (alpha / beta)	-0.44927 / -0.44925	Eh


(4)
# C5H13N5S

2 unconnected molecules or ions with the total composition C5H13N5S (ωB97M-V/def2-TZVPD, the Open Molecules 2025 dataset).

XYZ file:
```
24
Properties=species:S:1:pos:R:3:forces:R:3:mulliken_charge:R:1
C -2.6979 2.8310 -3.3654 -1.53 -0.61 0.23 0.6354
C 0.9306 -1.6663 -1.2013 1.53 -0.71 2.53 -1.4193
C 0.9289 1.2245 1.4025 -0.56 -0.22 -0.47 -0.7313
C -1.1413 0.1911 1.9863 -3.17 0.46 2.94 -0.7433
C 0.0857 -0.6516 -1.8118 1.44 2.99 -0.25 0.1255
N -2.0640 2.2432 -1.1259 -2.91 3.10 -0.52 -0.6658
N -1.4316 1.5893 -0.3674 0.30 -0.07 1.78 -0.0553
N -2.0587 2.0233 -2.6214 -0.30 2.62 1.32 0.2066
N -0.5473 0.7134 -0.4017 2.24 -3.96 -2.19 0.1768
N -0.1325 0.2715 0.9231 -0.52 1.13 0.48 0.1090
S -3.8127 3.6218 -4.0185 1.03 0.06 0.07 -0.0080
H 0.3672 -2.4205 -0.6101 0.40 0.47 -0.18 0.4652
H 1.3695 -2.2474 -2.0149 -0.04 0.00 -0.43 0.3933
H 1.9321 -1.3229 -0.6162 -2.48 -0.40 -1.36 0.3446
H 1.8198 0.9090 0.9213 0.99 0.27 -0.57 0.3402
H 0.5072 2.1527 1.0145 0.78 0.34 0.70 0.3438
H 1.0631 1.1364 2.4741 -0.23 0.26 0.06 0.3990
H -0.6275 -0.2779 2.9216 -1.10 0.30 -1.96 0.3728
H -1.5065 1.2070 2.4089 1.24 -1.18 -1.21 0.3472
H -2.1859 -0.2462 1.7014 2.39 0.01 0.19 0.3384
H -0.8703 -0.8789 -2.2287 -0.58 -0.42 0.11 0.3670
H 0.7159 0.0279 -2.4649 -1.12 -0.38 0.93 0.3419
H -1.6202 1.2281 -2.8474 1.89 -3.39 -2.13 0.0712
H 0.2355 -0.6497 0.7705 0.32 -0.65 -0.06 0.2454
```
Forces are in eV/Å.

Results
charge	+2
total energy	-23656.8413	eV
HOMO energy	-0.63187	Eh


(5)
# C5H13NO

C5H13NO in the gas phase (ωB97M-V/def2-TZVPD, the Open Molecules 2025 dataset).

XYZ file:
```
20
Properties=species:S:1:pos:R:3:forces:R:3:mulliken_charge:R:1
C 2.1767 -1.0608 -0.4514 -1.12 -0.19 0.12 -0.9296
N 0.7813 -0.7031 -0.7686 -0.74 0.19 1.36 -0.4443
C 0.3566 0.5033 0.0115 1.10 0.46 -0.55 0.4602
C -1.0308 0.3507 0.6155 -1.03 -0.45 -0.11 -0.1188
C -1.0090 -0.6894 1.7302 0.81 -0.73 0.51 -1.3059
O -2.0008 -0.1237 -0.3131 -0.28 -0.91 0.08 -0.5638
C 0.6012 1.7175 -0.8932 0.53 0.74 0.10 -1.3854
H 2.2412 -1.4147 0.5823 0.38 0.30 0.20 0.3031
H 2.7573 -0.1576 -0.6117 0.48 -0.23 0.00 0.3380
H 2.4921 -1.9006 -1.0689 0.17 0.27 -0.28 0.3197
H 0.1652 -1.4100 -0.3782 0.21 -0.51 -0.54 0.3194
H 0.9855 0.6799 0.9071 0.07 -0.43 -0.23 0.2083
H -1.4734 1.2707 1.0217 0.80 0.27 0.02 0.4110
H -1.9705 -1.1458 1.9466 -0.26 0.35 -0.12 0.3766
H -0.5757 -0.3294 2.6682 -0.26 0.45 -0.12 0.3591
H -0.3420 -1.5373 1.5107 -0.19 0.13 -0.35 0.2680
H -2.0460 0.3864 -1.1166 0.30 0.45 -0.29 0.3211
H 1.4216 2.3274 -0.4878 -0.56 0.25 0.26 0.3127
H 1.0234 1.4817 -1.8701 -0.50 -0.56 -0.09 0.3866
H -0.2897 2.3302 -1.0372 0.07 0.15 0.03 0.3638
```
Forces are in eV/Å.

Results
total energy	-8932.5894	eV
SMILES	CN[C@@H](C)[C@H](C)O
HOMO energy	-0.33182	Eh


(6)
# C5H13NO

C5H13NO in the gas phase (ωB97M-V/def2-TZVPD, the Open Molecules 2025 dataset).

XYZ file:
```
20
Properties=species:S:1:pos:R:3:forces:R:3:mulliken_charge:R:1
C -0.2511 -0.6451 0.2459 0.32 1.00 -0.33 -0.6228
N -1.4914 -0.5293 1.0066 0.57 -0.64 -0.78 -0.3359
C -2.4206 -1.5827 0.7549 -1.50 0.52 -0.14 -0.3397
O -2.9918 -1.4717 -0.5436 0.07 -0.02 -0.21 -0.5445
C 0.4930 0.6779 0.3680 1.34 0.36 0.25 -0.5965
C 1.9540 0.6684 -0.1934 -0.59 -0.84 0.52 -0.4247
C 2.1771 1.6001 -1.3829 0.92 0.33 0.08 -1.0447
H -0.4630 -0.8390 -0.8068 -0.28 -0.06 0.05 0.3180
H 0.4337 -1.4441 0.5591 -0.21 -0.14 0.29 0.3052
H -1.2960 -0.3703 1.9837 -0.17 -0.11 0.10 0.2450
H -2.1077 -2.6088 0.7193 0.95 -0.61 0.43 0.3011
H -3.2114 -1.5075 1.5074 -0.01 0.01 0.11 0.3044
H -3.0350 -0.5471 -0.7961 -0.08 0.30 0.20 0.3139
H -0.0018 1.5410 -0.0770 -0.55 -0.28 0.05 0.3230
H 0.5878 0.8894 1.4371 -0.24 0.11 0.06 0.2513
H 2.1622 -0.3895 -0.3817 0.30 0.14 -0.48 0.3540
H 2.6164 0.9149 0.6350 0.14 0.19 -0.10 0.3273
H 2.6419 1.1755 -2.2759 -0.73 -0.54 -0.08 0.2853
H 2.9550 2.3409 -1.1682 -0.37 0.25 0.44 0.2629
H 1.2487 2.1273 -1.5915 0.13 0.04 -0.46 0.3175
```
Forces are in eV/Å.

Results
total energy	-8932.6552	eV
SMILES	CCCCNCO
HOMO energy	-0.34409	Eh